{
  "formula": "C18H54O9S9",
  "method": "the ωB97M-V functional and the def2-TZVPD basis",
  "elements": ["C", "S", "O", "C", "H", "H", "H", "H", "H", "H", "C", "S", "O", "C", "H", "H", "H", "H", "H", "H", "C", "S", "O", "C", "H", "H", "H", "H", "H", "H", "C", "S", "O", "C", "H", "H", "H", "H", "H", "H", "C", "S", "O", "C", "H", "H", "H", "H", "H", "H", "C", "S", "O", "C", "H", "H", "H", "H", "H", "H", "C", "S", "O", "C", "H", "H", "H", "H", "H", "H", "C", "S", "O", "C", "H", "H", "H", "H", "H", "H", "C", "S", "O", "C", "H", "H", "H", "H", "H", "H"],
  "positions_angstrom": [[-44.49179, -1.38181, 16.43952], [-44.77836, -3.14294, 16.33836], [-46.21648, -3.24311, 15.54738], [-43.50793, -3.33989, 15.18467], [-44.43616, -0.99447, 15.32008], [-43.49572, -1.20091, 16.67524], [-45.35469, -0.97133, 17.08799], [-43.84108, -2.87780, 14.38494], [-43.37584, -4.35396, 15.04228], [-42.52437, -2.95088, 15.56081], [-50.13368, -2.77276, 9.71210], [-51.83211, -2.67577, 9.48521], [-52.06649, -2.77614, 7.98047], [-52.03262, -4.32563, 10.11880], [-49.86165, -3.19689, 10.68154], [-49.51073, -1.80254, 9.53454], [-49.78486, -3.41930, 8.88067], [-51.42478, -4.96024, 9.58645], [-53.08408, -4.53116, 10.06821], [-51.84583, -4.21326, 11.13907], [-46.27709, -5.89229, 12.95579], [-45.30787, -4.90749, 11.82238], [-44.74703, -6.06935, 10.99938], [-46.65862, -4.14454, 11.15118], [-45.56604, -6.71863, 13.21104], [-47.05768, -6.28784, 12.51507], [-46.58762, -5.37649, 13.78885], [-47.40921, -4.92964, 10.82810], [-46.46025, -3.29444, 10.18785], [-47.18717, -3.54416, 12.03342], [-48.47220, -0.10622, 6.64922], [-47.18490, 0.65310, 7.54429], [-47.58449, 0.62141, 9.00661], [-45.98361, -0.72094, 7.49480], [-48.87494, -1.16111, 7.06602], [-48.31420, -0.14736, 5.68023], [-49.43992, 0.50475, 6.63990], [-46.32278, -1.60377, 7.94084], [-44.90719, -0.42402, 7.93882], [-45.74095, -0.98671, 6.62450], [-48.84014, -4.03504, 17.31691], [-50.58038, -3.60541, 17.28382], [-51.34845, -4.26543, 16.06791], [-51.09731, -4.50492, 18.71294], [-48.83626, -5.10735, 17.06639], [-48.56402, -3.83004, 18.38559], [-48.32187, -3.28501, 16.61993], [-50.94208, -5.54236, 18.57023], [-52.17784, -4.18965, 18.83443], [-50.78154, -4.00993, 19.74263], [-48.96465, 1.40565, 18.13283], [-50.00641, 0.18651, 18.61181], [-50.50684, -0.39064, 17.31171], [-48.66283, -0.92187, 18.91078], [-48.09197, 1.55179, 18.99486], [-49.46870, 2.22123, 18.18479], [-48.55866, 1.14437, 17.20728], [-48.08848, -0.61609, 19.81867], [-47.72046, -0.88273, 18.36397], [-48.94733, -1.87032, 19.03138], [-48.06559, -0.59955, 12.21854], [-47.35479, -0.00657, 13.81587], [-47.94379, 1.37275, 13.90868], [-48.27447, -0.98977, 14.95621], [-47.76449, 0.02691, 11.42687], [-49.10044, -0.43851, 12.25108], [-47.91406, -1.55388, 11.86783], [-47.67621, -1.14714, 15.74037], [-48.11967, -1.96794, 14.47958], [-49.24810, -0.46722, 15.14679], [-51.29871, 2.43200, 14.95512], [-52.37983, 1.08181, 15.14397], [-53.85270, 1.52808, 15.21015], [-52.19765, 0.05688, 13.75186], [-51.30688, 3.11926, 15.86262], [-51.78180, 2.87353, 14.03689], [-50.38750, 1.89521, 15.03039], [-51.08972, -0.23396, 13.42101], [-52.67334, 0.74920, 12.93113], [-52.72571, -0.96123, 13.93652], [-44.22417, 5.00448, 11.56023], [-44.66192, 3.44326, 10.68415], [-43.51253, 2.51986, 11.16091], [-46.04482, 3.00425, 11.70629], [-43.27175, 5.40978, 11.03513], [-43.96368, 4.66108, 12.45876], [-44.98969, 5.50917, 11.64860], [-45.66702, 2.38627, 12.46886], [-46.43790, 2.07366, 11.25393], [-46.88110, 3.74767, 11.97244]],
  "forces_ev_per_a": [[-2.8, 0.8, -2.2], [-4.4, 0.5, -0.6], [4.1, 0.1, 1.8], [2.8, -1.0, 3.4], [-1.1, -0.6, 2.2], [1.6, 0.4, 1.6], [1.8, -0.1, -1.2], [-1.2, 2.2, -4.3], [0.3, -2.2, -0.7], [-1.0, -0.1, -0.2], [3.9, 1.4, -1.0], [-1.8, 0.1, -2.0], [0.3, 0.3, 1.6], [-2.2, 1.9, 0.2], [-0.1, 0.1, -0.1], [-1.5, -1.3, 0.5], [-0.1, -0.1, 0.6], [1.3, -1.7, -1.1], [-0.5, -0.5, -0.4], [0.7, -0.3, 1.8], [5.0, 0.1, 1.5], [2.7, -2.9, 0.7], [-0.6, 1.9, -0.1], [-3.8, 3.7, -2.6], [-0.6, 0.8, 0.0], [-3.9, -2.0, -2.7], [-0.5, 1.3, 2.1], [0.8, 1.0, 0.0], [-0.3, -2.7, 3.0], [1.3, -1.2, -1.8], [-4.7, -1.8, 4.4], [0.9, -0.8, 2.2], [-0.1, 0.4, -0.9], [1.5, 3.6, 6.0], [1.4, 2.3, -0.8], [1.5, -0.6, -4.8], [1.5, -0.3, 0.7], [-1.0, -1.0, 1.3], [-2.8, -0.3, -0.5], [1.6, -1.7, -7.6], [-0.2, 0.8, -0.1], [-2.1, 0.2, -2.4], [2.2, 1.0, 2.6], [-1.6, 2.7, 2.6], [0.8, 0.5, -0.1], [0.1, -0.4, -1.1], [-0.5, -1.7, 0.9], [0.0, -1.1, 0.3], [0.8, -1.0, -0.7], [0.4, -1.3, -2.2], [5.9, -1.4, 3.4], [-0.7, -3.6, -1.2], [-0.7, 0.8, 0.7], [3.3, 2.9, 2.4], [-2.1, -0.4, -2.3], [-3.0, 5.7, -0.4], [0.7, -0.1, -1.5], [-1.2, -0.2, 0.5], [-0.7, 0.2, -1.7], [-1.4, -3.6, 0.4], [0.2, 1.5, 1.3], [-0.2, 0.8, -1.4], [0.3, 0.0, 0.2], [-1.6, 0.2, -3.3], [0.9, 1.1, -0.7], [-1.7, 0.2, 0.5], [0.8, -2.5, -0.1], [2.0, 0.1, 3.6], [-1.4, -0.2, 0.1], [0.7, -1.2, -0.2], [-1.9, 1.4, -0.3], [-2.8, -1.5, 4.9], [2.0, -0.1, -1.0], [0.9, -0.4, -3.4], [-0.6, -1.0, -1.2], [1.8, 0.4, 0.5], [1.6, 0.1, -1.2], [-2.2, 1.0, 1.0], [0.6, -1.9, 0.8], [0.6, 2.1, -0.3], [7.6, -4.4, -5.1], [2.3, -0.2, 1.1], [-1.8, 0.9, -1.0], [-2.0, -0.7, -0.7], [-2.0, -0.3, 0.8], [1.3, -1.4, 3.7], [-7.4, 5.8, 0.3], [1.0, 0.5, 2.2], [-0.8, 0.9, -1.0], [1.6, -1.2, -0.5]],
  "lowdin_charge": [-0.279, 0.909, -0.586, -0.288, 0.106, 0.014, 0.078, -0.005, 0.034, 0.105, -0.346, 0.828, -0.558, -0.249, 0.047, 0.081, 0.067, 0.036, 0.057, 0.034, -0.234, 0.794, -0.558, -0.379, 0.087, -0.004, 0.010, 0.067, 0.145, 0.078, -0.301, 0.858, -0.582, -0.227, 0.118, -0.021, 0.093, 0.025, 0.130, -0.050, -0.275, 0.796, -0.573, -0.302, 0.064, 0.052, 0.037, 0.035, 0.068, 0.101, -0.291, 0.870, -0.583, -0.281, 0.150, -0.029, 0.041, 0.074, 0.060, -0.037, -0.205, 0.837, -0.560, -0.267, 0.010, 0.027, -0.012, -0.046, 0.054, 0.070, -0.270, 0.725, -0.561, -0.301, 0.087, 0.078, -0.001, 0.074, 0.085, 0.092, -0.204, 0.851, -0.587, -0.295, 0.108, 0.004, -0.059, 0.015, 0.027, 0.110],
  "spin_multiplicity": 1,
  "homo_ha": -0.27883,
  "max_force_ev_per_a": 10.16,
  "e_above_lowest_kcal_mol": 250.8,
  "e_lumo_ev": -0.107
}